1.
18
Properties=species:S:1:pos:R:3 method="wB97M-V/def2-TZVPD" e_lumo_ev="-4.27 / -4.27" charge=+1 relative_energy_kcal_mol=132.0 homo_ev="-11.97 / -11.97"
C -1.59 -1.41 -0.20
C -1.94 0.04 -0.02
C 1.13 0.15 -1.16
N 1.95 1.15 -0.91
N -0.88 1.01 0.00
N -1.52 0.71 1.22
Cl 3.66 -0.78 0.84
H -0.52 -1.57 0.20
H -2.38 -2.14 0.10
H -1.36 -1.69 -1.24
H -2.82 0.26 -0.58
H 0.38 0.35 -1.85
H 2.44 1.06 -0.06
H 2.14 1.98 -1.39
H 1.13 -0.62 -0.48
H 3.09 -0.17 1.86
H -0.92 0.23 1.99
H -2.00 1.43 1.67

---

2.
22
Properties=species:S:1:pos:R:3 method="wB97M-V/def2-TZVPD" e_lumo_ev=-0.78 homo_ev=-8.83
C 1.87 -0.78 1.12
C 0.49 -0.13 1.21
O 0.54 1.17 0.68
C -0.43 -0.95 0.26
P -1.98 -0.19 -0.12
N -3.27 -0.41 0.89
H 2.53 -0.39 1.89
H 1.79 -1.86 1.24
H 2.23 -0.59 0.11
H 0.15 -0.10 2.25
H -0.05 1.77 1.14
H -0.59 -1.98 0.58
H 0.10 -0.93 -0.71
H -2.40 -0.61 -1.38
H -1.83 1.19 -0.21
H -3.34 0.21 1.68
H -3.50 -1.36 1.15
O 0.35 2.00 -2.17
Cl 1.55 1.21 -2.36
O 1.29 -0.14 -1.83
O 2.65 1.78 -1.64
O 1.85 1.10 -3.76

---

3.
16
Properties=species:S:1:pos:R:3 method="wB97M-V/def2-TZVPD" e_lumo_ev=-3.00 charge=+1 relative_energy_kcal_mol=42.1 smiles=C[NH+](C)CN homo_ev=-14.60
C -1.43 -1.08 0.08
N -0.32 -0.05 0.29
C -0.74 1.34 -0.01
C 1.04 -0.46 -0.49
N 1.95 0.11 0.33
H -1.72 -0.77 -0.95
H -0.86 -2.05 0.30
H -2.25 -0.76 0.81
H -0.07 -0.22 1.30
H -0.91 1.30 -1.15
H -1.62 1.58 0.52
H 0.14 1.93 0.39
H 1.02 -1.53 -0.58
H 0.92 0.02 -1.50
H 1.99 1.04 0.21
H 2.89 -0.40 0.45

---

4.
16
Properties=species:S:1:pos:R:3 method="wB97M-V/def2-TZVPD" e_lumo_ev=-3.43 charge=+1 relative_energy_kcal_mol=26.8 homo_ev=-12.77
C 2.33 0.23 -0.59
N 1.06 1.03 -0.37
H 2.56 -0.25 0.36
H 3.12 0.90 -0.93
H 2.07 -0.62 -1.20
H 1.25 1.72 0.35
H 0.98 1.60 -1.23
H 0.18 0.45 -0.32
C -1.92 -0.71 1.69
C -1.98 -0.30 0.43
N -1.15 -0.72 -0.64
H -1.41 -1.64 1.95
H -2.30 -0.07 2.46
H -2.54 0.59 0.18
H -0.72 -1.64 -0.59
H -1.55 -0.57 -1.56

---

5.
16
Properties=species:S:1:pos:R:3 method="wB97M-V/def2-TZVPD" e_lumo_ev=-3.64 charge=+1 relative_energy_kcal_mol=19.4 smiles=C[C@@H]([NH3+])CN homo_ev=-13.85
C -0.67 -0.14 -1.39
C -0.48 0.30 0.04
N -1.42 -0.50 0.95
C 0.99 0.13 0.62
N 1.95 0.35 -0.44
H -0.04 -0.99 -1.63
H -0.17 0.63 -1.97
H -1.73 -0.16 -1.64
H -0.63 1.36 0.20
H -1.23 -0.31 1.93
H -1.47 -1.50 0.77
H -2.36 -0.19 0.74
H 1.02 0.86 1.44
H 1.10 -0.88 1.02
H 2.77 -0.24 -0.26
H 2.36 1.28 -0.39

---

6.
16
Properties=species:S:1:pos:R:3 method="wB97M-V/def2-TZVPD" e_lumo_ev=-3.82 charge=+1 relative_energy_kcal_mol=37.3 smiles=NCCC[NH3+] homo_ev=-13.69
N -0.78 -1.49 -0.82
C -0.24 -0.14 -1.25
C -0.63 0.91 -0.22
C -0.20 0.45 1.10
N 1.24 0.28 1.11
H -1.45 -1.81 -1.62
H -0.08 -2.14 -0.72
H -0.75 0.04 -2.24
H 0.80 -0.19 -1.46
H -0.06 1.80 -0.47
H -1.62 1.09 0.03
H -0.68 -0.50 1.23
H -0.56 1.05 1.95
H 1.69 1.00 0.56
H 1.74 0.28 2.00
H 1.56 -0.63 0.84

---

7.
16
Properties=species:S:1:pos:R:3 method="wB97M-V/def2-TZVPD" e_lumo_ev=-2.93 charge=+1 relative_energy_kcal_mol=14.8 homo_ev=-14.85
N 2.14 -0.18 -1.04
H 0.50 0.11 -0.57
H 2.70 -0.67 -0.34
H 2.31 -0.64 -1.93
H 2.53 0.76 -1.12
C -1.61 -1.74 0.51
C -0.77 -0.77 0.79
N -0.47 0.30 -0.17
C -0.49 1.66 0.45
H -2.14 -1.83 -0.43
H -1.78 -2.52 1.24
H -0.25 -0.65 1.73
H -1.15 0.25 -0.93
H -1.46 1.82 0.91
H 0.29 1.69 1.20
H -0.34 2.41 -0.32

---

8.
16
Properties=species:S:1:pos:R:3 method="wB97M-V/def2-TZVPD" e_lumo_ev=-3.19 charge=+1 relative_energy_kcal_mol=10.6 homo_ev=-14.38
N 0.99 -0.05 -0.59
C -0.05 1.03 -0.60
C -0.26 2.07 1.64
C -0.65 1.17 0.76
H 1.54 -0.09 -1.46
H 1.57 0.06 0.24
H -0.79 0.76 -1.35
H 0.46 1.94 -0.91
H -0.68 2.16 2.63
H 0.49 2.82 1.37
H -1.47 0.49 0.97
N -0.28 -2.56 -0.53
H 0.35 -3.34 -0.40
H 0.55 -1.06 -0.55
H -0.76 -2.75 -1.41
H -0.99 -2.65 0.19

---

9.
16
Properties=species:S:1:pos:R:3 method="wB97M-V/def2-TZVPD" e_lumo_ev=-3.46 charge=+1 relative_energy_kcal_mol=91.3 homo_ev=-14.60
C 0.39 -1.37 -0.06
C 1.44 0.86 -0.25
C -0.95 0.66 0.25
N -2.05 -0.02 -0.29
N 0.20 0.03 -0.38
H -0.29 -2.07 -0.51
H 1.46 -1.71 -0.41
H 0.30 -1.44 0.96
H 1.61 1.17 0.89
H 2.44 0.42 -0.60
H 1.24 1.79 -0.82
H -0.37 0.58 1.80
H -0.67 1.72 -0.09
H -2.68 0.66 -0.66
H -2.55 -0.89 0.10
H -0.02 0.16 -1.39

---

10.
16
Properties=species:S:1:pos:R:3 method="wB97M-V/def2-TZVPD" e_lumo_ev=-4.03 charge=+1 relative_energy_kcal_mol=9.5 homo_ev=-15.04
C -2.83 0.98 0.31
C -2.03 1.34 -0.94
H -3.66 1.65 0.49
H -3.24 -0.02 0.27
H -2.20 0.99 1.20
H -1.07 1.79 -0.70
H -2.53 2.07 -1.57
H -1.89 0.49 -1.62
N 2.54 -1.65 0.12
C 1.43 -0.97 -0.05
N 1.14 0.14 0.56
H 3.10 -1.48 0.95
H 2.63 -2.55 -0.33
H 0.74 -1.32 -0.82
H 0.19 0.49 0.52
H 1.67 0.60 1.28